1.
Entry from the OMol25 dataset: a molecular structure, C27H39F4FeO27 (wB97M-V/def2-TZVPD).

For the energy above the lowest of the compared OMol25 structures with the same formula, charge and spin, the calculation gives 22.04 kcal per mole. The LUMO energy (spin up / spin down) is 0.04 / -1.22 eV. Its calculated total energy is -4747.040722 hartree. As for the HOMO energy (spin up / spin down): -10.340 / -10.461 eV. Its spin multiplicity is 6. The expectation value of S² is 8.756. Its net charge is 0. The HOMO-LUMO gap (spin up / spin down) comes out at 0.3813 / 0.3397 hartree.

Last column: Löwdin spin population.
Atoms and positions in Å:
H1 4.268 -2.364 -11.742  0.00
C1 -6.065 -3.461 -5.687  0.00
H2 0.865 -7.494 -6.142  0.00
O1 -3.803 -0.638 -1.390  0.00
O2 -0.836 -7.552 -7.345  0.00
H3 -1.953 -1.571 -4.724  0.00
H4 -2.498 -6.642 -9.428  0.00
H5 4.465 -0.718 -6.521  0.00
H6 -1.815 -5.855 -10.735  0.00
H7 -2.609 -3.357 -3.841  0.00
H8 -1.844 -1.144 -11.534  0.00
H9 -2.648 -4.188 -5.915  0.00
H10 -4.254 -8.840 -4.694  0.00
H11 -2.303 -7.195 -3.860  0.00
C2 -4.919 -7.229 -2.071  0.00
H12 -2.310 -4.447 -2.486  0.00
C3 -4.005 -8.475 -3.697  0.00
H13 -1.137 0.994 -4.985  0.00
C4 -3.069 -1.465 -1.810  0.00
O3 -1.898 0.788 -6.972  0.00
C5 -3.376 -7.099 -3.696  0.00
H14 -7.513 -1.316 -5.304  0.00
O4 1.230 -2.180 -9.644  0.02
C6 -3.956 -4.122 -10.915  0.00
C7 2.149 -5.795 -8.807  0.02
O5 -3.459 -2.771 -2.113  0.00
H15 -4.821 -1.437 -10.925  0.00
O6 -1.821 -9.128 -6.129  0.00
C8 -2.790 -6.198 -10.375  0.00
F1 -3.401 -0.220 -4.747  0.00
F2 -0.540 -8.686 -4.410  0.00
C9 3.423 -0.438 -6.676  0.00
C10 -1.182 -2.584 -2.353  0.00
H16 -1.103 -0.885 -9.948  0.00
O7 -5.511 -4.576 -6.271  0.00
C11 1.278 -1.662 -10.738  0.00
O8 0.231 -1.324 -11.457  0.00
H17 4.079 -1.061 -10.493  0.00
O9 -5.105 -8.322 -2.826  0.00
C12 2.592 -7.074 -9.446  0.01
H18 3.664 -7.212 -9.293  0.00
O10 2.258 -5.510 -7.587  0.10
H19 0.881 -8.704 -7.370  0.00
O11 -3.012 -8.061 -7.714  0.00
O12 -0.102 -4.295 -6.484  0.12
H20 -0.605 -2.984 -1.521  0.00
O13 1.671 -4.860 -9.479  0.09
H21 -5.168 -3.951 -8.244  0.00
H22 3.485 0.203 -7.559  0.00
C13 -5.605 -4.761 -7.669  0.00
C14 0.217 -8.201 -6.665  0.00
H23 -0.374 -0.277 -5.969  0.00
H24 -3.232 -6.836 -11.136  0.00
H25 -6.357 -0.626 -6.597  0.00
H26 2.187 -8.035 -9.130  0.00
O14 -2.684 -1.260 -6.633  0.00
O15 -3.398 -3.883 -11.973  0.00
C15 -1.300 0.272 -5.781  0.00
H27 2.979 0.082 -5.834  0.00
H28 -7.990 -1.260 -6.919  0.00
C16 -2.690 -0.200 -7.471  0.00
O16 -3.752 -5.170 -10.128  0.00
O17 3.166 -2.677 -7.537  0.08
C17 -2.315 -0.773 -5.357  0.00
O18 -6.491 -2.620 -6.619  0.00
H29 -1.260 -2.531 -10.646  0.00
O19 -4.945 -3.443 -10.403  0.00
H30 -3.284 -9.240 -3.393  0.00
C18 -5.494 -2.285 -11.026  0.00
Fe1 1.338 -3.619 -7.795  4.31
H31 2.372 -7.001 -10.510  0.00
C19 -1.977 -8.273 -7.152  0.00
H32 -3.144 -3.804 -7.536  0.00
O20 -5.707 -6.843 -1.265  0.00
F3 -3.906 -6.329 -4.680  0.00
O21 -5.970 -3.301 -4.507  0.00
H33 -6.562 -5.044 -8.110  0.00
H34 -4.935 -5.572 -7.961  0.00
O22 -3.225 -0.202 -8.542  0.00
C20 -0.460 -9.147 -5.700  0.00
C21 3.622 -1.913 -10.997  0.00
C22 -2.473 -4.437 -6.959  0.01
C23 -2.387 -3.399 -2.774  0.00
C24 -1.065 -1.482 -10.857  0.00
H35 -0.084 -10.165 -5.755  0.00
H36 -6.383 -2.093 -10.424  0.00
H37 -5.884 -2.446 -12.029  0.00
O23 1.412 -1.788 -6.824  0.09
O24 -3.752 -6.608 -2.419  0.00
F4 -0.337 -2.493 -3.415  0.00
O25 -1.782 -1.331 -2.073  0.00
C25 -7.092 -1.372 -6.307  0.00
O26 2.349 -1.607 -11.547  0.00
C26 2.644 -1.658 -7.045  0.02
H38 3.499 -2.660 -10.207  0.00
C27 -1.059 -4.194 -7.300  0.02
O27 -0.701 -3.696 -8.396  0.10
H39 -2.838 -5.443 -7.165  0.00

---

2.
Entry from the OMol25 dataset: 2 unconnected molecules or ions with the total composition C6H14O (wB97M-V/def2-TZVPD).

For the energy above the lowest of the compared OMol25 structures with the same formula, charge and spin, the calculation gives 58.02 kcal per mole. The LUMO energy is 1.04 eV. Its calculated total energy is -312.162572 hartree. As for the HOMO energy: -9.065 eV. Its net charge is 0. The HOMO-LUMO gap comes out at 0.3713 hartree.

Last column: Löwdin charge in e.
Atoms and positions in Å:
H1 0.773 0.674 -0.568  0.12
H2 -0.758 -2.274 -0.061  0.11
O1 2.423 0.409 0.649  -0.19
C1 0.372 -0.708 1.077  -0.17
H3 3.703 0.263 -0.985  0.09
H4 2.891 1.841 -0.787  0.09
H5 -2.994 -1.428 0.432  0.08
H6 1.592 -0.897 -0.723  0.13
C2 -0.871 -1.404 0.588  -0.20
H7 -3.587 0.652 -0.757  0.04
H8 -2.158 1.714 -0.779  0.03
C3 3.337 0.992 -0.244  -0.12
H9 -2.284 -0.054 1.414  0.08
H10 4.186 1.356 0.341  0.09
C4 -2.535 0.734 -1.077  -0.07
C5 1.288 -0.121 0.000  -0.25
H11 -2.472 0.560 -2.145  0.02
H12 0.969 -1.418 1.659  0.12
H13 -1.861 -0.022 -0.650  -0.04
H14 0.087 0.104 1.757  0.12
C6 -2.101 -0.976 0.860  -0.07

---

3.
Entry from the OMol25 dataset: a molecular structure, C32H34MoN2S2Si (wB97M-V/def2-TZVPD).

For the energy above the lowest of the compared OMol25 structures with the same formula, charge and spin, the calculation gives 27.22 kcal per mole. The LUMO energy (spin up / spin down) is -7.43 / -7.12 eV. Its calculated total energy is -2502.839289 hartree. As for the HOMO energy (spin up / spin down): -13.958 / -13.964 eV. Its spin multiplicity is 3. The expectation value of S² is 2.035. Its net charge is +2. The HOMO-LUMO gap (spin up / spin down) comes out at 0.2398 / 0.2516 hartree.

Last column: Löwdin spin population.
Atoms and positions in Å:
C1 2.736 -1.212 -1.668  0.00
H1 -2.394 -5.389 0.060  0.00
C2 3.293 0.964 5.572  0.00
H2 2.654 1.998 -0.887  0.00
H3 -0.641 5.061 2.513  0.00
C3 1.343 5.329 1.762  0.00
H4 2.325 -2.122 -1.202  0.00
C4 -0.020 -0.353 1.315  -0.01
H5 1.301 6.407 1.808  0.00
C5 -1.827 -2.720 -1.920  0.01
C6 -3.754 -4.628 -1.399  -0.01
H6 2.658 -1.862 3.027  0.00
H7 4.296 -0.527 6.730  0.00
H8 2.908 -1.143 0.751  0.00
H9 -0.652 -3.687 -0.398  0.00
C7 -3.115 2.692 -0.976  0.00
C8 3.757 -0.318 5.820  0.00
C9 2.606 1.236 4.403  0.00
C10 0.244 4.572 2.138  0.00
H10 -2.571 -0.635 -0.437  0.00
C11 0.288 3.190 2.055  0.00
N1 -1.025 1.647 -0.811  0.01
C12 -3.987 -3.655 -2.359  0.00
S1 -0.555 -1.558 -2.370  0.01
N2 2.249 -0.048 -0.905  0.00
S2 -1.994 4.024 -1.121  0.03
H11 5.811 0.051 -2.379  0.00
H12 3.494 2.830 1.067  0.00
Mo1 0.120 -0.042 -0.781  1.84
H13 3.758 0.374 0.541  0.00
H14 3.360 5.278 1.065  0.00
H15 -3.192 -1.955 -3.391  0.00
H16 1.820 1.409 -2.356  0.01
C13 2.500 4.691 1.346  0.00
H17 -0.926 -0.011 1.820  0.01
H18 4.551 -1.864 -2.595  0.00
C14 -0.706 2.918 -0.965  0.04
H19 4.420 2.096 -2.400  0.00
C15 2.621 1.190 -1.623  0.02
H20 4.647 -1.825 -0.836  0.00
H21 -4.492 -5.396 -1.218  0.00
C16 -3.102 0.293 -0.642  0.00
H22 -5.040 -0.600 -0.620  0.00
C17 -4.503 2.714 -1.013  0.00
H23 -0.570 2.604 2.353  0.00
H24 0.142 -1.390 1.629  0.01
Si1 1.569 0.649 1.818  0.01
H25 3.472 1.757 6.283  0.00
C18 2.372 0.229 3.465  0.00
H26 2.340 -1.144 -2.691  0.00
H27 0.312 3.270 -0.996  0.00
C19 -5.176 1.515 -0.895  0.00
C20 1.446 2.530 1.642  0.00
H28 -4.917 -3.647 -2.906  0.00
H29 3.768 0.827 -3.431  0.00
C21 4.912 0.099 -1.769  0.00
H30 2.246 2.237 4.210  0.00
C22 -2.404 1.492 -0.803  0.00
C23 2.777 -0.092 0.476  0.01
C24 4.273 -1.292 -1.709  0.00
H31 3.879 -2.330 5.098  0.00
H32 -5.030 3.647 -1.127  0.00
C25 -3.020 -2.702 -2.632  0.00
C26 3.522 -1.331 4.902  0.00
C27 3.956 1.109 -2.394  0.00
C28 -4.481 0.318 -0.714  0.00
H33 -6.254 1.505 -0.926  0.00
C29 2.558 3.309 1.315  0.00
C30 2.835 -1.062 3.734  0.00
H34 5.220 0.442 -0.780  0.00
C31 -1.590 -3.678 -0.940  0.00
C32 -2.564 -4.629 -0.686  0.00

---

4.
Entry from the OMol25 dataset: H2NOP in the gas phase (wB97M-V/def2-TZVPD).

For the energy above the lowest of the compared OMol25 structures with the same formula, charge and spin, the calculation gives 3.55 kcal per mole. The LUMO energy is 0.40 eV. Its calculated total energy is -472.575092 hartree. As for the HOMO energy: -10.121 eV. Its net charge is 0. The HOMO-LUMO gap comes out at 0.3865 hartree.

Last column: Löwdin charge in e.
Atoms and positions in Å:
H1 -0.399 0.394 -1.484  0.05
O1 0.300 -0.369 1.791  -0.50
N1 -0.028 -0.042 -0.609  -0.23
P1 -0.778 -0.330 0.849  0.65
H2 0.905 0.346 -0.547  0.03

---

5.
Entry from the OMol25 dataset: a molecular structure, C7H9BrFGaNPb (wB97M-V/def2-TZVPD).

The LUMO energy is -8.36 eV. Its calculated total energy is -5117.946518 hartree. As for the HOMO energy: -10.624 eV. Its net charge is +1. The HOMO-LUMO gap comes out at 0.0831 hartree.

Last column: Löwdin charge in e.
Atoms and positions in Å:
H1 -2.093 3.123 -0.136  0.08
C1 0.228 -2.587 0.864  -0.29
H2 -0.049 -1.588 1.223  0.08
C2 1.042 1.014 0.506  -0.08
H3 1.130 -3.352 -0.910  0.06
H4 -0.628 -3.136 -1.038  0.05
Pb1 -2.317 3.653 2.416  1.62
C3 -0.983 1.350 -0.747  -0.06
Ga1 0.610 -0.997 -1.721  0.07
F1 1.471 -2.859 1.432  -0.07
H5 -0.489 -3.299 1.287  0.11
C4 -0.307 2.702 1.064  -0.41
N1 0.789 2.039 1.324  0.11
H6 1.970 0.478 0.692  0.12
H7 -0.345 -0.894 -2.983  -0.04
C5 0.294 -2.698 -0.646  -0.24
C6 -1.250 2.452 0.067  -0.17
H8 -1.653 1.099 -1.566  0.11
C7 0.179 0.605 -0.545  -0.20
H9 -0.457 3.598 1.736  -0.06
Br1 2.858 -0.703 -2.316  0.18